This record from the Open Molecules 2025 dataset describes CH5N3 in the gas phase. The level of theory is ωB97M-V/def2-TZVPD.

Its total charge is 0. The HOMO energy is -0.3396 hartree. The value obtained for the molecular weight is 59.07 g mol⁻¹. For the largest force on an atom, the calculation gives 0.113 hartree/bohr. Its energy relative to the best compared isomer or geometry (same formula, charge and spin) is 94.67 kcal/mol. As for the total energy: -5584.8709 eV. The SMILES is [H]/N=C\NN. For the orbital gap, the calculation gives 0.3676 Ha.

```
9
CH5N3 (ωB97M-V/def2-TZVPD)
H -0.8929 1.9795 -0.1207
N -1.2905 1.3314 0.6730
C -0.3964 0.3495 0.6541
N 0.5161 0.2408 -0.3314
N 0.7881 -1.1493 -0.6641
H -0.5613 -0.4123 1.3801
H -0.1578 0.7531 -1.2523
H 0.0997 -1.8514 -0.0695
H 1.8949 -1.2412 -0.2692
```